ORCA calculation (the ωB97M-V functional and the def2-TZVPD basis) on 4 unconnected molecules or ions with the total composition C29H43BrClF24N4O9PS2.

Each line ends with the Löwdin charge.
Positions of all 114 atoms, in Å:
1 C 5.592 0.067 2.169  -0.140
2 C 4.145 -0.185 1.727  -0.267
3 C 3.404 0.910 0.938  -0.593
4 Cl 4.238 2.486 1.275  0.706
5 C 3.168 0.744 -0.612  -0.310
6 C 4.537 0.761 -1.382  -0.061
7 C 5.691 -0.305 -1.510  -0.604
8 N 5.587 -1.446 -0.619  0.095
9 N 6.931 0.480 -1.374  0.080
10 N 5.789 -0.866 -2.862  0.087
11 C 2.517 2.110 -1.127  -0.551
12 Br 1.213 2.853 0.150  0.943
13 C 1.779 2.140 -2.480  -0.351
14 C 2.563 2.067 -3.802  -0.214
15 N 3.470 3.197 -3.915  -0.097
16 C 4.748 2.911 -4.545  -0.111
17 S 0.391 1.015 -2.428  0.623
18 O 0.382 0.262 -3.652  -0.265
19 O -0.819 1.675 -2.052  -0.259
20 O 0.783 0.109 -1.182  -0.295
21 C 2.145 -0.452 -0.986  -0.267
22 C 2.479 -1.239 -2.287  -0.175
23 C 3.129 -2.623 -2.274  -0.248
24 C 3.203 -3.241 -3.687  -0.512
25 S 3.485 -2.138 -5.106  0.753
26 P 1.569 -1.588 0.402  0.571
27 O 1.110 -0.846 1.582  -0.229
28 O 2.687 -2.678 0.724  -0.100
29 O 0.419 -2.459 -0.299  -0.080
30 H 5.634 0.697 3.056  0.072
31 H 6.218 0.515 1.398  0.035
32 H 6.041 -0.893 2.446  0.084
33 H 3.566 -0.331 2.643  0.117
34 H 4.098 -1.137 1.207  0.057
35 H 2.432 1.021 1.398  0.015
36 H 4.298 1.003 -2.417  0.074
37 H 5.025 1.666 -1.020  0.085
38 H 6.090 -2.214 -1.044  0.086
39 H 5.960 -1.262 0.299  0.047
40 H 7.158 0.614 -0.395  0.062
41 H 7.686 -0.086 -1.753  0.081
42 H 4.883 -0.918 -3.313  -0.008
43 H 6.332 -0.217 -3.422  0.079
44 H 3.309 2.853 -1.147  0.064
45 H 1.258 3.104 -2.517  0.121
46 H 1.813 2.114 -4.597  0.127
47 H 3.095 1.122 -3.955  0.090
48 H 3.602 3.672 -3.036  0.094
49 H 4.653 2.937 -5.634  0.081
50 H 5.469 3.680 -4.267  0.086
51 H 5.159 1.931 -4.257  0.060
52 H 1.516 -1.398 -2.780  0.102
53 H 3.009 -0.579 -2.967  0.048
54 H 2.497 -3.310 -1.705  0.090
55 H 4.110 -2.643 -1.811  0.073
56 H 4.001 -3.983 -3.702  0.075
57 H 2.282 -3.781 -3.916  0.069
58 H 4.822 -2.221 -5.092  -0.135
59 H 2.465 -3.554 0.401  0.091
60 H 0.345 -2.359 -1.252  0.082
61 C -3.402 -0.971 -5.175  -0.037
62 C -3.307 0.540 -5.424  -0.441
63 C -3.472 1.464 -4.215  -0.300
64 F -4.706 1.344 -3.681  0.096
65 F -3.324 2.743 -4.633  0.100
66 F -4.151 0.907 -6.409  0.138
67 F -2.031 0.757 -5.863  0.098
68 O -4.644 -1.587 -5.458  0.053
69 C -5.630 -1.710 -4.528  -0.552
70 C -6.923 -1.004 -4.969  -0.289
71 F -6.699 0.305 -5.173  0.106
72 F -7.842 -1.136 -3.988  0.099
73 F -5.243 -1.309 -3.309  0.156
74 F -5.940 -3.030 -4.434  0.133
75 H -2.713 -1.407 -5.897  0.149
76 H -3.038 -1.219 -4.178  0.147
77 H -2.720 1.253 -3.453  0.144
78 H -7.299 -1.462 -5.886  0.174
79 C -1.216 -0.876 3.439  -0.035
80 C -1.391 0.635 3.252  -0.423
81 C -0.123 1.454 3.017  -0.341
82 F 0.703 1.382 4.083  0.099
83 F -0.464 2.753 2.837  0.065
84 F -2.103 1.162 4.276  0.118
85 F -2.124 0.783 2.111  0.110
86 O -1.221 -1.352 4.774  0.053
87 C -0.087 -1.460 5.515  -0.554
88 C -0.168 -0.612 6.796  -0.287
89 F -0.362 0.685 6.490  0.101
90 F 0.999 -0.724 7.467  0.098
91 F 1.020 -1.183 4.814  0.157
92 F 0.015 -2.750 5.932  0.132
93 H -2.114 -1.308 2.997  0.152
94 H -0.357 -1.235 2.870  0.103
95 H 0.390 1.086 2.127  0.084
96 H -0.987 -0.967 7.424  0.174
97 C -7.166 -0.444 4.444  -0.044
98 C -7.752 -0.873 5.795  -0.443
99 C -8.715 0.093 6.497  -0.310
100 F -8.095 1.246 6.809  0.098
101 F -9.144 -0.481 7.643  0.099
102 F -6.773 -1.239 6.642  0.142
103 F -8.514 -1.980 5.526  0.093
104 O -5.864 0.099 4.463  0.052
105 C -5.631 1.436 4.611  -0.548
106 C -4.785 1.727 5.861  -0.283
107 F -5.419 1.274 6.962  0.098
108 F -4.633 3.064 5.974  0.106
109 F -6.768 2.152 4.614  0.152
110 F -4.904 1.844 3.547  0.147
111 H -7.065 -1.376 3.889  0.149
112 H -7.868 0.189 3.901  0.148
113 H -9.579 0.302 5.861  0.172
114 H -3.810 1.250 5.775  0.156

Output
HOMO energy (eV): -9.589
LUMO energy (eV): -0.2602
Total charge: 0
SMILES string: CC[C@@H](Cl)[C@]1(CC(N)(N)N)[C@H](Br)[C@@H](CNC)S(=O)(=O)O[C@]1(CCCS)P(=O)(O)O.FC(F)C(F)(F)COC(F)(F)C(F)F.FC(F)C(F)(F)COC(F)(F)C(F)F.FC(F)C(F)(F)COC(F)(F)C(F)F
Energy (eV): -233903.8868
2S+1: 1